--- w ---
Computed, not measured: 3 unconnected molecules or ions with the total composition C5H15NO2, with ωB97M-V/def2-TZVPD.

Cartesian coordinates (Å):
C 2.2670 0.5717 -0.5110
C 0.8609 0.0247 -0.3701
C 0.6162 -0.8150 0.8798
C 0.8587 0.0358 2.1636
C -0.2560 2.0901 1.9861
N -0.2934 0.8871 2.3375
H 2.3911 1.1270 -1.4411
H 2.5991 1.2850 0.2398
H 3.0218 -0.2110 -0.4844
H 0.1590 0.8487 -0.2849
H 0.6467 -0.5503 -1.2712
H -0.3553 -1.2450 1.0017
H 1.2781 -1.6840 0.9974
H 1.8496 0.5083 2.1307
H 0.9098 -0.6267 3.0142
H -1.1653 2.6919 2.0337
H 0.6474 2.6148 1.6474
H -1.1350 -1.1222 -3.7341
H -1.1845 -2.4411 -4.4904
O -1.0743 -2.0740 -3.6097
H -2.7120 -0.3961 -0.2003
H -1.7573 -0.5145 -1.3843
O -2.6344 -0.2026 -1.1384

Values from the calculation:
Kohn-Sham gap, eV: 10.44
Structure (SMILES): C=NCCCC.O.O
Total charge: 0
HOMO level, eV: -9.686

---

--- x ---
Computed, not measured: 3 unconnected molecules or ions with the total composition C5H15NO2, with ωB97M-V/def2-TZVPD.

Cartesian coordinates (Å):
C 1.1140 -1.3687 1.7084
N -0.9685 -1.0738 -0.2828
C 0.0527 -0.1811 -0.2995
C 1.0163 -0.2167 0.6422
C 2.0460 0.8416 0.6015
C -0.0157 1.0130 -1.3706
H 1.6221 -0.9371 2.5665
H 1.5582 -2.3253 1.3547
H 0.2355 -1.6171 2.2097
H -0.6919 -1.9149 0.2063
H -1.8855 -1.1459 -0.7921
H 2.5226 0.9899 1.6490
H 1.6464 1.9268 0.2004
H 2.9194 0.6577 0.0166
H 0.5267 1.8843 -1.1661
H 0.1284 0.3493 -2.3967
H -1.0899 1.2798 -1.6056
H -4.7738 4.3248 3.6753
H -4.9473 3.3489 2.5240
O -4.5619 4.2303 2.8000
H 1.1250 -2.6057 -3.9401
H 1.2477 -3.9933 -4.5315
O 1.1737 -3.4668 -3.7696

Values from the calculation:
Kohn-Sham gap, eV: 8.01
Structure (SMILES): CC(C)=C(C)N.O.O
Total charge: 0
HOMO level, eV: -7.222

---

--- y ---
Computed, not measured: 3 unconnected molecules or ions with the total composition C5H15NO2, with ωB97M-V/def2-TZVPD.

Cartesian coordinates (Å):
C -0.5245 1.7643 2.0496
C 0.2475 0.5780 2.5487
N 0.8306 2.1056 -0.1386
O -1.6608 1.3909 1.4332
O -0.3134 2.9240 2.3515
H -2.1756 2.1778 1.1982
H 0.8863 2.9252 0.4876
H 0.3818 2.3700 -1.0032
H 1.7620 1.7607 -0.3258
H -0.3550 0.0396 3.2783
H 1.1754 0.9028 3.0098
H 0.4489 -0.0814 1.7075
C 0.3014 -1.2165 -1.4456
C 0.6769 -2.4540 -2.2530
C -1.0785 -1.3469 -0.8113
H 1.0471 -1.0522 -0.6640
H 0.3163 -0.3400 -2.0977
H -1.8395 -1.4886 -1.5780
H 0.6957 -3.3355 -1.6132
H -0.0489 -2.6273 -3.0466
H 1.6597 -2.3394 -2.7071
H -1.1096 -2.2040 -0.1385
H -1.3238 -0.4531 -0.2415

Values from the calculation:
Kohn-Sham gap, eV: 10.90
Structure (SMILES): CC(=O)O.CCC.N
Total charge: 0
HOMO level, eV: -10.119

---

Which one is most stable, and which one is least stable? y is the most stable of them, while x is the least stable.

---

--- w ---
Computed, not measured: a gas-phase ion, C4H12N3 (charge +1), with ωB97M-V/def2-TZVPD.

Cartesian coordinates (Å):
C 0.2501 -0.3860 -0.5486
C 1.2194 0.3057 0.4733
C -1.7565 0.7555 -0.0177
C 2.7001 0.3681 -0.0046
N -1.1679 -0.4054 -0.2319
N -3.1100 0.8933 0.1395
N -1.9387 -1.5911 -0.0712
H 0.2817 0.2496 -1.4990
H 0.5554 -1.3465 -0.7299
H 0.9925 1.3352 0.6404
H -1.2174 1.7245 0.0546
H 3.1956 -0.5368 0.4232
H 3.2643 1.2778 0.3528
H 2.8362 0.4029 -1.0403
H -3.3998 1.9007 0.1972
H -3.9072 0.2860 0.1943
H -1.8445 -1.9645 0.8038
H 1.0758 0.0105 1.5118
H -1.6140 -2.1256 -0.8005

Values from the calculation:
Expectation value of S²: 2.007
Spin multiplicity: 3
Kohn-Sham gap (spin up / spin down), eV: 7.46 / 7.49
Total charge: +1
HOMO level (spin up / spin down), eV: -10.336 / -15.221

---

--- x ---
Computed, not measured: a gas-phase ion, C4H12N3 (charge +1), with ωB97M-V/def2-TZVPD.

Cartesian coordinates (Å):
C 0.2101 -1.0045 -0.3847
C 0.3188 1.2459 -0.0093
C -0.3728 -1.1434 -1.8272
C -0.5496 -0.4358 2.0039
N 1.0106 0.1723 -0.3493
N 0.8781 2.4359 0.0354
N -0.8785 -0.7382 0.5609
H 0.8032 -1.9098 -0.1416
H -0.7069 1.1272 0.2946
H -1.1054 -0.3575 -1.9093
H -0.9764 -2.0340 -2.1242
H 0.3253 -0.9392 -2.5459
H -0.9988 0.4919 2.1658
H -0.9395 -1.2183 2.6959
H 0.4816 -0.2209 2.0542
H 1.8983 0.3006 -0.7536
H 1.8405 2.4350 -0.3313
H 0.3572 3.3024 -0.0519
H -1.5957 -1.5096 0.6177

Values from the calculation:
Expectation value of S²: 2.008
Spin multiplicity: 3
Kohn-Sham gap (spin up / spin down), eV: 6.48 / 5.68
Total charge: +1
HOMO level (spin up / spin down), eV: -9.173 / -13.636

---

Which one is most stable, and which one is least stable? x is the most stable of them, while w is the least stable.

---

--- w ---
Computed, not measured: 2 unconnected molecules or ions with the total composition C5H12NO2, with ωB97M-V/def2-TZVPD.

Cartesian coordinates (Å):
C -0.0564 1.9072 0.3254
O -1.4802 1.9271 0.1937
C 0.6999 1.3686 -0.9231
C 1.7689 0.2585 -0.6827
C 1.3093 -0.9193 0.1291
C 0.2409 -1.6582 -0.2873
N -0.5002 -2.5871 0.3336
H 0.1103 2.9682 0.6195
H 0.0944 1.0931 1.0623
H -0.0786 0.9847 -1.6852
H 1.2117 2.1364 -1.5162
H 2.6727 0.6923 -0.2923
H 2.0473 -0.0147 -1.7264
H 1.8308 -0.9091 1.0747
H 0.0631 -1.6449 -1.3943
H -0.1874 -2.7597 1.2941
H -2.6743 -0.7980 1.7582
H -2.2444 -1.7287 0.7198
H -1.7526 1.0290 -0.0860
O -3.0752 -1.3452 1.0831

Values from the calculation:
Kohn-Sham gap, eV: 6.18
Total charge: -1
HOMO level, eV: -2.227

---

--- x ---
Computed, not measured: 2 unconnected molecules or ions with the total composition C5H12NO2, with ωB97M-V/def2-TZVPD.

Cartesian coordinates (Å):
C -0.0005 -0.0150 -1.6646
O 0.1040 1.3690 -1.9152
C 1.1843 -0.6604 -0.9809
C 0.7887 -1.7734 -0.0189
C 0.1243 -1.2095 1.2235
C 0.1321 0.1105 1.4976
N -0.6579 0.7956 2.4192
H -0.2460 -0.5157 -2.6169
H -0.8999 -0.1506 -1.0456
H 1.8164 0.1094 -0.5325
H 1.8202 -1.0743 -1.7789
H 0.0099 -2.3250 -0.5725
H 1.6290 -2.4450 0.1543
H -0.4211 -1.8912 1.8750
H 0.6041 0.7733 0.7857
H -1.3613 0.1263 2.7258
H -1.1322 1.5176 1.8524
H -1.4962 3.1883 -0.2189
H -0.5765 1.7935 -1.2566
O -1.4211 2.2767 0.0680

Values from the calculation:
Kohn-Sham gap, eV: 7.94
Total charge: -1
HOMO level, eV: -3.907

---

Which one is most stable, and which one is least stable? x is the most stable of them, while w is the least stable.

---

--- w ---
Computed, not measured: a molecular structure, C3H8O4, with ωB97M-V/def2-TZVPD.

Cartesian coordinates (Å):
C 1.3418 0.4749 -0.5778
C -0.2405 0.6521 1.2532
O 1.2638 -0.1358 -1.8424
O 2.3149 -0.1300 0.2283
O -0.1761 -0.1860 2.1072
H 1.8738 -0.8216 0.7470
H 1.9631 -0.7712 -2.0474
H 1.6445 1.5236 -0.6923
H 0.0019 1.7156 1.3439
C -2.0179 -0.6380 0.0021
O -1.2732 0.5877 0.0978
H 0.0102 0.6271 -0.4901
H -3.0758 -0.3754 0.0472
H -1.7727 -1.1249 -0.9435
H -1.8580 -1.3981 0.7668

Values from the calculation:
Kohn-Sham gap, eV: 9.44
Total charge: 0
HOMO level, eV: -8.805

---

--- x ---
Computed, not measured: 2 unconnected molecules or ions with the total composition C3H8O4, with ωB97M-V/def2-TZVPD.

Cartesian coordinates (Å):
O -1.0583 -2.4200 -2.2574
O -0.8887 -3.1036 -0.0691
O 0.2972 -0.6472 0.3020
C -0.9753 -2.1110 -1.0368
C 0.6219 0.7186 0.3896
C -0.9048 -0.7707 -0.4629
H -1.0004 -3.9572 -0.5701
H 0.9004 1.1065 -0.6047
H 1.4683 0.8771 1.0788
H -0.2454 1.2907 0.7601
H -1.7850 -0.4584 0.1312
H -0.7840 -0.0468 -1.2917
O 1.1856 3.3600 0.9744
H 1.8867 2.7239 0.7060
H 1.2819 3.4380 1.9506

Values from the calculation:
Kohn-Sham gap, eV: 10.90
Structure (SMILES): COCC(=O)O.O
Total charge: 0
HOMO level, eV: -10.325

---

Which one is most stable, and which one is least stable? x is the most stable of them, while w is the least stable.

---

--- w ---
Computed, not measured: 6 unconnected molecules or ions with the total composition C2H16NO5, with ωB97M-V/def2-TZVPD.

Cartesian coordinates (Å):
C 0.3814 0.4321 -1.8604
C -1.0110 -1.4625 -1.6603
N -0.6724 -0.3335 -1.2136
H 0.7746 -0.0989 -2.7197
H 1.2511 0.6744 -1.2644
H -0.0619 1.3981 -2.0863
H -0.4074 -2.0709 -2.3207
H -1.8625 -1.9416 -1.2198
H -1.3359 0.1955 -0.6200
H 1.9120 -2.3239 0.1169
H 1.6618 -0.8790 0.6726
O 1.3109 -1.5840 0.1128
H -1.6675 2.2763 0.6016
H -1.6004 2.7694 -0.7374
O -1.7582 1.9266 -0.3004
H -0.0065 1.8172 2.5850
H 0.5757 3.0999 2.1390
O 0.4052 2.2145 1.8057
H -2.4762 -2.8919 1.2296
H -1.5721 -1.6493 1.7527
O -2.0685 -2.0570 1.0456
H 3.6285 0.2298 0.3645
H 3.2341 0.5586 1.8319
O 2.9121 0.4930 0.9493

Values from the calculation:
Kohn-Sham gap, eV: 11.03
Total charge: +1
HOMO level, eV: -14.444

---

--- x ---
Computed, not measured: 5 unconnected molecules or ions with the total composition C2H16NO5, with ωB97M-V/def2-TZVPD.

Cartesian coordinates (Å):
C -1.6737 -1.8240 1.7646
O -0.5338 -2.5325 2.3017
C -0.9986 -1.4962 0.4013
N 0.0493 -0.3930 0.7505
H -1.9252 -0.7941 2.2252
H -2.4575 -2.5775 2.0049
H -0.4617 -2.7270 3.3406
H -0.7251 -2.2788 -0.2795
H -1.7437 -0.9939 -0.3254
H -0.0125 0.2729 0.0817
H 0.9212 -0.7934 0.7626
H -0.0516 0.0298 1.7488
H 0.6369 3.2209 0.6270
H -0.0014 3.6861 2.0043
O 0.5214 3.0358 1.5210
H 2.8552 0.9148 -3.8457
H 3.5713 0.6574 -2.5030
O 2.8508 1.1479 -2.9127
H 2.7347 0.5980 -0.3366
H 1.6373 0.8452 -1.4117
O 1.7761 0.8962 -0.4624
H -1.6818 0.6671 -2.4481
H -2.9450 0.4178 -2.8487
O -2.3425 0.0205 -2.1603

Values from the calculation:
Kohn-Sham gap, eV: 11.21
Total charge: +1
HOMO level, eV: -14.245

---

Which one is most stable, and which one is least stable? w is the most stable of them, while x is the least stable.